1.
105
Properties=species:S:1:pos:R:3:forces:R:3:mulliken_charge:R:1 method="wB97M-V/def2-TZVPD" homo_ev="-8.01 / -8.03" relative_energy_kj_mol=0.00 multiplicity=2 gap_ev="7.407 / 8.105"
Co 0.088422 -0.327743 0.037329 -0.34 -0.80 0.17 0.57
O 0.253506 -0.414208 4.090044 0.00 0.02 0.01 -0.76
C -0.166814 -0.797978 3.009350 0.22 -0.16 -0.09 -0.20
O -0.218233 -0.083497 1.949802 -0.03 0.08 -0.30 -0.48
C -0.725101 -2.225441 2.947347 -0.09 0.04 -0.01 0.63
C -0.985314 -2.820823 4.182457 0.03 0.03 0.00 -0.95
C -1.548697 -4.078161 4.278171 -0.02 -0.04 -0.01 -0.61
C -1.861829 -4.786398 3.124053 0.01 0.04 0.02 -0.84
C -1.594550 -4.221290 1.892616 0.03 -0.03 0.03 -0.71
C -1.029517 -2.946128 1.788578 0.09 -0.06 -0.02 0.01
P -0.733583 -2.335400 0.104019 0.21 0.26 0.04 3.26
C 0.045012 -3.704994 -0.807314 -0.17 -0.06 -0.08 0.57
C -0.742915 -4.714043 -1.368981 0.01 0.01 -0.03 -0.47
C -0.157727 -5.778646 -2.034017 0.02 0.02 0.00 -0.88
C 1.224313 -5.848038 -2.147862 -0.01 -0.02 -0.01 -0.67
C 2.011365 -4.851374 -1.594530 0.01 0.02 0.01 -0.50
C 1.429212 -3.782019 -0.927464 0.04 0.00 -0.02 -0.55
C -2.403809 -2.205440 -0.614809 -0.05 0.02 0.11 -0.03
C -3.500015 -1.990912 0.213595 -0.05 -0.02 -0.03 -1.07
C -4.760574 -1.775435 -0.331968 0.01 -0.01 0.03 -0.59
C -4.932857 -1.777215 -1.705856 0.02 -0.01 -0.03 -0.74
C -3.841006 -1.996042 -2.540137 -0.03 -0.01 0.02 -0.83
C -2.584831 -2.201864 -1.998343 0.01 0.02 -0.03 -0.07
H -0.723949 -2.249910 5.062608 -0.01 -0.01 0.00 0.53
H -1.744945 -4.509901 5.251376 0.00 0.00 0.00 0.41
H -2.304791 -5.772100 3.181760 0.00 0.00 0.01 0.45
H -1.829778 -4.783734 0.998223 0.02 0.01 -0.01 0.32
H -1.822112 -4.664270 -1.304512 0.00 -0.01 0.01 0.39
H -0.781506 -6.550249 -2.466276 0.00 0.00 0.00 0.43
H 1.683620 -6.678460 -2.668747 0.00 0.00 0.00 0.42
H 3.089199 -4.897650 -1.684792 0.00 0.00 0.00 0.48
H 2.050459 -3.001825 -0.511148 -0.02 0.02 0.02 -0.12
H -3.372573 -1.989292 1.288989 0.01 0.00 0.00 0.42
H -5.605935 -1.608581 0.323469 0.00 0.00 -0.01 0.48
H -5.914549 -1.613083 -2.131343 0.00 0.00 0.00 0.41
H -3.970384 -2.003617 -3.615178 0.00 0.00 0.00 0.45
H -1.739801 -2.369633 -2.656604 0.01 0.01 0.02 0.47
C -0.385168 2.901391 -1.027621 0.05 0.10 -0.06 -1.85
C 0.579925 1.725646 -1.211995 0.06 0.09 0.10 -2.45
P -0.093340 0.330590 -2.269104 0.52 0.44 0.37 1.99
C 1.311161 -0.370291 -3.195854 0.04 0.02 0.02 0.33
C 0.992848 -1.280285 -4.205389 0.01 -0.02 -0.01 -0.66
C 1.991706 -1.939161 -4.902170 0.00 0.00 0.00 -0.76
C 3.325633 -1.693512 -4.600784 -0.01 -0.01 0.00 -0.65
C 3.650094 -0.780528 -3.610160 0.00 0.03 0.03 -0.58
C 2.647983 -0.122659 -2.907421 -0.01 -0.01 -0.04 -0.33
C -0.886537 1.300885 -3.604760 -0.22 -0.24 0.02 0.56
C -0.117905 2.164974 -4.382122 0.01 0.01 -0.01 -0.45
C -0.708141 2.902721 -5.394980 0.00 0.00 -0.01 -0.66
C -2.068229 2.771323 -5.649743 0.00 0.00 0.01 -0.61
C -2.834266 1.899569 -4.891724 0.01 -0.01 0.01 -0.68
C -2.244506 1.165053 -3.870641 -0.01 0.03 0.03 -0.15
P -2.131458 2.441187 -0.625522 0.07 -0.15 -0.07 0.32
C -2.077769 2.125713 1.170740 -0.10 0.03 0.03 0.29
C -1.252175 2.785013 2.079132 0.04 0.03 0.05 -0.26
C -1.271759 2.449046 3.421250 -0.06 0.03 -0.06 -0.73
C -2.134126 1.461153 3.878236 -0.10 0.07 0.05 -0.57
C -2.978502 0.814426 2.990972 -0.04 0.09 0.01 -0.35
C -2.943684 1.142922 1.642717 -0.02 0.02 0.01 -0.45
C -2.939953 4.080777 -0.707670 -0.06 0.07 0.04 0.57
C -4.334998 4.076258 -0.687870 -0.01 0.02 -0.01 -0.32
C -5.052050 5.261702 -0.719851 0.00 -0.01 0.00 -0.63
C -4.382509 6.475430 -0.789653 0.00 0.02 0.00 -0.49
C -2.996597 6.493862 -0.823467 0.00 0.00 0.00 -0.74
C -2.280163 5.305456 -0.778939 0.00 -0.04 -0.01 -0.45
H -0.433965 3.464290 -1.962323 -0.03 0.00 -0.01 0.79
H 0.031163 3.572311 -0.272805 0.01 0.01 -0.04 1.07
H 0.894559 1.365505 -0.197938 0.00 0.12 -0.03 0.70
H 1.534685 2.090022 -1.599349 -0.01 -0.06 -0.05 0.68
H -0.044981 -1.470342 -4.461436 -0.01 0.00 0.04 0.29
H 1.729450 -2.643440 -5.681194 0.00 0.00 0.00 0.45
H 4.108319 -2.212411 -5.139118 0.00 0.01 -0.01 0.40
H 4.686112 -0.577931 -3.368997 0.00 -0.02 -0.01 0.46
H 2.920002 0.564618 -2.120338 0.02 -0.02 0.04 0.26
H 0.947817 2.255401 -4.202684 0.00 -0.01 0.01 0.41
H -0.105721 3.576373 -5.990623 0.00 0.00 0.00 0.44
H -2.527228 3.348377 -6.442073 0.00 0.00 0.00 0.40
H -3.893671 1.793865 -5.086880 0.00 0.00 -0.01 0.46
H -2.843589 0.499701 -3.261897 0.00 0.02 0.02 0.35
H -0.566957 3.554930 1.743223 -0.03 0.02 -0.01 0.31
H -0.597620 2.939233 4.110671 0.00 -0.01 0.01 0.40
H -2.130169 1.187569 4.925251 0.01 -0.01 -0.02 0.36
H -3.649749 0.040305 3.343499 0.00 0.00 0.01 0.44
H -3.582598 0.619310 0.941444 0.00 0.01 -0.03 0.45
H -4.864109 3.130108 -0.647342 0.01 -0.01 0.00 0.37
H -6.134133 5.238231 -0.698150 0.00 0.00 0.00 0.40
H -4.939560 7.402944 -0.819237 0.00 0.00 -0.01 0.38
H -2.467017 7.436441 -0.879620 0.00 0.00 0.00 0.41
H -1.198956 5.346217 -0.799259 0.00 0.01 0.01 0.31
F 9.353678 -0.106152 1.593156 0.01 0.01 0.01 -0.29
C 8.838057 -1.105374 0.859848 -0.03 0.01 0.01 0.81
F 9.444143 -1.063443 -0.344967 0.01 0.00 -0.03 -0.26
F 9.229342 -2.259842 1.436565 0.01 -0.02 0.01 -0.26
C 7.346829 -1.021030 0.734571 0.00 -0.03 -0.02 0.42
C 6.622935 -0.041172 1.394720 0.00 0.02 0.00 -0.66
C 5.245200 0.010977 1.257456 -0.01 0.00 0.05 -0.68
C 4.573652 -0.916834 0.460718 0.03 -0.07 -0.11 0.28
C 5.320206 -1.905627 -0.193852 -0.01 0.02 -0.01 -0.14
C 6.693121 -1.957876 -0.058542 0.00 0.00 0.00 -1.07
C 3.154201 -0.855585 0.288052 -0.02 -0.02 0.17 0.81
C 1.950059 -0.798767 0.136183 -0.08 0.01 -0.31 -0.68
H 7.132759 0.681857 2.015999 0.00 0.00 0.00 0.45
H 4.673339 0.767481 1.777485 0.00 0.00 -0.01 0.54
H 4.804700 -2.628879 -0.812445 0.00 0.01 -0.02 0.55
H 7.260833 -2.724808 -0.570195 0.01 0.00 0.01 0.37



2.
102
Properties=species:S:1:pos:R:3:forces:R:3:mulliken_charge:R:1 method="wB97M-V/def2-TZVPD" homo_ev="-6.51 / -6.16" multiplicity=2 gap_ev="6.696 / 6.343"
Cr 0.500381 0.705285 0.108442 0.23 -0.64 -0.83 -1.73
C 5.346513 -0.626337 3.431937 -0.01 -0.02 -0.03 -0.75
C 4.591976 0.471076 3.049905 0.06 0.00 0.05 -0.86
C 3.699126 0.364502 1.994931 -0.08 0.21 0.02 0.53
C 3.535246 -0.823945 1.291643 -0.05 -0.14 -0.06 0.33
C 4.305921 -1.915249 1.686601 0.04 -0.17 -0.02 -0.47
C 5.198308 -1.821742 2.742708 0.01 0.06 0.03 -0.78
P 2.323948 -0.755584 -0.134859 0.06 -0.03 0.66 2.13
C 3.604734 -0.527650 -1.431747 -0.13 -0.09 -0.08 0.84
C 4.531564 0.500827 -1.310173 0.05 0.04 0.12 -0.35
C 5.467037 0.731526 -2.306851 0.01 -0.03 -0.07 -0.80
C 5.496274 -0.074782 -3.435248 0.02 0.04 0.01 -0.56
C 4.572821 -1.101957 -3.565207 0.01 0.00 -0.01 -0.86
C 3.626962 -1.318973 -2.575987 -0.03 0.01 -0.04 -0.58
C 1.732581 -2.505181 -0.295740 -0.03 0.13 -0.03 -0.25
C 2.611944 -3.567512 -0.460998 0.10 0.01 -0.10 -0.13
C 2.147485 -4.875223 -0.527931 -0.03 -0.03 0.00 -1.10
C 0.792231 -5.129499 -0.418141 0.00 0.01 0.01 -0.91
C -0.093990 -4.068780 -0.268338 -0.03 -0.09 -0.03 -0.29
C 0.346165 -2.752137 -0.231179 0.05 0.01 0.06 0.05
Si -0.783769 -1.244974 -0.058870 0.36 0.21 0.19 2.01
C -1.713040 -1.493288 1.599620 -0.11 -0.06 -0.08 0.03
C -2.728121 -2.439079 1.774991 -0.07 -0.02 0.02 -0.14
C -3.374136 -2.588063 2.989441 -0.01 0.02 0.03 -0.80
C -3.018229 -1.787905 4.072732 -0.03 -0.05 -0.03 -0.91
C -2.020391 -0.844971 3.923966 -0.01 0.02 0.04 -0.27
C -1.387275 -0.692961 2.690285 0.03 0.09 0.01 -0.36
P 0.013389 0.460534 2.488026 0.00 -0.09 0.10 2.90
C 1.092891 -0.247812 3.788125 -0.05 -0.01 -0.01 1.33
C 1.394275 0.371319 4.993611 -0.04 0.06 0.05 -0.88
C 2.134798 -0.296783 5.960573 0.02 -0.02 0.02 -0.71
C 2.571863 -1.590433 5.734898 0.00 -0.01 -0.03 -0.80
C 2.266711 -2.218726 4.533527 0.00 0.01 0.04 -0.68
C 1.531676 -1.552870 3.570502 0.05 -0.07 -0.04 -0.23
C -0.538973 2.047103 3.196662 0.01 0.01 0.00 0.30
C -1.884874 2.378128 3.297330 -0.02 -0.02 0.00 -1.34
C -2.272081 3.663390 3.652063 0.01 0.03 0.02 -0.62
C -1.316057 4.628985 3.922876 0.01 -0.01 0.00 -0.93
C 0.033600 4.308692 3.828811 -0.03 0.02 0.00 -0.76
C 0.417408 3.031450 3.457463 0.03 0.02 -0.01 -0.13
C -2.221911 -0.976182 -1.273749 0.02 0.07 0.04 0.16
C -2.833151 -1.909570 -2.097520 -0.04 -0.05 -0.04 -0.99
C -3.826580 -1.531832 -2.994658 -0.02 0.02 -0.01 -0.78
C -4.237421 -0.210320 -3.072545 0.00 -0.04 0.01 -0.88
C -3.651935 0.739450 -2.246525 -0.01 0.09 -0.05 -0.50
C -2.642693 0.365911 -1.371917 -0.01 -0.04 0.13 -0.03
P -1.849549 1.520356 -0.203898 0.20 0.10 -0.28 2.60
C -3.166202 2.731897 0.147454 -0.10 -0.14 0.24 0.48
C -3.130638 4.060194 -0.259357 0.04 0.00 0.04 -0.70
C -4.186660 4.911250 0.044348 0.03 0.01 0.00 -0.70
C -5.281766 4.442790 0.749932 -0.05 0.00 0.03 -0.63
C -5.325115 3.114578 1.159521 0.01 0.04 0.00 -0.74
C -4.271998 2.268766 0.864278 -0.02 -0.03 -0.03 -0.39
C -0.593706 2.597147 -0.980093 -0.21 0.34 -0.25 -0.49
C -0.402960 2.782896 -2.353946 -0.05 0.03 0.10 -1.23
C 0.670682 3.522216 -2.804636 0.04 0.00 0.08 -0.64
C 1.589862 4.060529 -1.901771 -0.01 0.02 -0.08 -0.91
C 1.393209 3.916634 -0.541462 -0.10 0.03 0.02 -0.72
C 0.282458 3.209341 -0.073146 0.03 0.18 -0.20 0.48
H 6.035522 -0.554631 4.263056 0.02 0.00 0.02 0.39
H 4.686996 1.408751 3.582442 0.00 0.03 0.02 0.44
H 3.093950 1.229521 1.724788 0.04 -0.10 -0.02 -0.05
H 4.204909 -2.871836 1.190964 0.03 0.14 0.10 0.14
H 5.773048 -2.691492 3.033823 0.02 -0.02 0.01 0.44
H 4.535614 1.130402 -0.428266 -0.02 -0.01 0.00 0.26
H 6.177219 1.539818 -2.196023 0.03 0.03 -0.01 0.45
H 6.230364 0.099165 -4.211387 0.01 0.00 0.00 0.40
H 4.577894 -1.730298 -4.446436 0.01 -0.01 -0.02 0.41
H 2.881166 -2.090951 -2.709659 -0.01 -0.01 0.02 0.41
H 3.673656 -3.382343 -0.574062 -0.08 -0.02 -0.08 0.61
H 2.847909 -5.688367 -0.666105 0.02 -0.02 -0.01 0.43
H 0.421856 -6.145585 -0.456998 -0.01 -0.03 -0.01 0.42
H -1.153325 -4.283312 -0.188760 -0.05 -0.01 0.00 0.37
H -3.031735 -3.062961 0.942587 0.00 -0.04 -0.05 0.36
H -4.157090 -3.327661 3.099591 -0.01 -0.01 0.00 0.44
H -3.515555 -1.907654 5.026256 -0.01 0.00 0.02 0.44
H -1.726015 -0.232225 4.769033 0.01 0.01 -0.01 0.52
H 1.043582 1.372143 5.206727 -0.01 -0.02 -0.03 0.35
H 2.361202 0.199183 6.895545 0.00 0.00 0.02 0.44
H 3.146919 -2.110972 6.489314 0.01 -0.01 0.01 0.38
H 2.605423 -3.228227 4.342959 0.01 -0.02 0.00 0.50
H 1.295820 -2.060609 2.639606 -0.03 0.03 0.00 0.12
H -2.640522 1.635171 3.078124 0.01 0.00 0.01 0.27
H -3.325184 3.907912 3.703666 -0.02 0.01 0.00 0.42
H -1.618533 5.630196 4.198532 0.00 0.02 0.00 0.41
H 0.787000 5.058493 4.030813 0.01 0.02 0.01 0.46
H 1.473265 2.802331 3.352026 -0.01 -0.02 -0.01 0.42
H -2.521821 -2.946506 -2.063483 0.02 -0.05 0.00 0.43
H -4.283747 -2.274607 -3.635674 0.00 -0.02 -0.02 0.42
H -5.011499 0.081684 -3.769097 -0.03 0.00 -0.02 0.42
H -3.983234 1.771253 -2.289193 0.00 0.00 0.00 0.51
H -2.279421 4.438858 -0.810389 -0.01 -0.01 -0.01 0.39
H -4.148905 5.943558 -0.277838 -0.01 0.02 0.00 0.43
H -6.103167 5.108336 0.980651 -0.01 0.01 0.01 0.39
H -6.178231 2.740539 1.709233 -0.03 0.00 0.02 0.42
H -4.309457 1.232046 1.182990 0.01 -0.03 -0.01 0.47
H -1.069719 2.297004 -3.054470 0.01 -0.01 0.00 0.38
H 0.824950 3.648342 -3.867865 0.01 0.01 -0.02 0.44
H 2.451523 4.601575 -2.270829 0.00 -0.01 0.00 0.41
H 2.075880 4.371002 0.165946 0.01 -0.01 0.00 0.46
H 0.048372 3.211554 0.988626 0.11 -0.15 -0.01 0.48
S 0.583203 -0.125449 -1.937773 -0.19 0.26 0.27 -0.59



| no. | energy (eV) |
| --- | --- |
| 1 | -134419.963 |
| 2 | -131680.548 |